{"formula": "CHIOS2", "method": "ωB97M-V/def2-TZVPD", "mol_weight_g_mol": 220.06, "de_lowest_kcal_mol": 75.50, "elements": ["C", "O", "S", "S", "I", "H"], "xyz": [[1.009013, -0.660527, 0.167577], [-0.340958, 2.082119, -0.097954], [1.318133, -2.230014, 0.116535], [-0.899600, 1.116853, 0.862259], [-2.323207, -0.416120, -0.497545], [1.236621, 0.107690, -0.550872]], "forces_ev_per_angstrom": [[0.0, -2.6, 0.0], [0.0, 0.0, 0.4], [-0.5, 2.5, 0.4], [0.2, -0.7, -0.9], [0.1, 0.3, 0.4], [0.2, 0.6, -0.2]]}



{"formula": "C19H22FN3O4", "method": "ωB97M-V/def2-TZVPD", "mol_weight_g_mol": 375.40, "smiles": "O=C(NCc1ccc(F)cc1)C(=O)NC[C@@H](c1ccco1)N1CCOCC1", "de_lowest_kcal_mol": 0.00, "elements": ["O", "C", "N", "C", "C", "C", "C", "C", "F", "C", "C", "C", "O", "N", "C", "C", "C", "C", "C", "C", "O", "N", "C", "C", "O", "C", "C", "H", "H", "H", "H", "H", "H", "H", "H", "H", "H", "H", "H", "H", "H", "H", "H", "H", "H", "H", "H", "H", "H"], "xyz": [[-1.107328, -0.880623, 0.817129], [-1.377571, 0.139553, 0.206266], [-2.400139, 0.961818, 0.454912], [-3.416368, 0.711158, 1.452578], [-4.694220, 0.227909, 0.814003], [-5.831995, 1.022255, 0.788642], [-6.990500, 0.576102, 0.176850], [-6.988730, -0.672705, -0.415757], [-8.113874, -1.114073, -1.015049], [-5.867294, -1.483293, -0.411265], [-4.720816, -1.023835, 0.208349], [-0.507370, 0.647235, -0.947917], [-0.768232, 1.680557, -1.539000], [0.498117, -0.192604, -1.221763], [1.611010, 0.161010, -2.057260], [2.873340, 0.390450, -1.193787], [2.606749, 1.592555, -0.341260], [1.850951, 1.751762, 0.784482], [1.890006, 3.134143, 1.089960], [2.657536, 3.708152, 0.126632], [3.096957, 2.781926, -0.743115], [3.157720, -0.768857, -0.352608], [3.404966, -1.995575, -1.097213], [3.578394, -3.149219, -0.105947], [4.645966, -2.920815, 0.779551], [4.441561, -1.718060, 1.481531], [4.296886, -0.535634, 0.525493], [-2.499702, 1.746079, -0.178697], [-3.593111, 1.626291, 2.023817], [-3.012109, -0.060234, 2.115111], [-5.818915, 1.996485, 1.254675], [-7.883328, 1.180460, 0.153188], [-5.903580, -2.452252, -0.883150], [-3.834134, -1.639420, 0.227480], [0.631427, -0.950781, -0.561252], [1.352334, 1.092573, -2.567733], [1.781826, -0.613340, -2.809042], [3.715844, 0.626983, -1.871819], [1.349496, 0.981755, 1.333602], [1.408890, 3.625149, 1.910535], [2.956186, 4.722611, -0.046297], [2.555880, -2.226194, -1.739465], [4.312934, -1.910760, -1.720288], [3.809166, -4.075582, -0.634807], [2.643221, -3.273219, 0.461037], [5.310746, -1.586120, 2.127639], [3.532895, -1.793636, 2.096973], [4.129253, 0.375323, 1.100105], [5.229051, -0.423463, -0.056026]], "forces_ev_per_angstrom": [[0.0, -0.2, 0.1], [-0.1, 0.2, 0.2], [0.0, 0.4, -0.2], [0.0, -0.2, 0.1], [0.0, 0.1, 0.1], [0.1, -0.2, 0.0], [-0.2, -0.2, -0.2], [0.1, 0.1, 0.1], [0.1, 0.0, 0.0], [-0.2, 0.0, -0.1], [-0.1, 0.1, 0.0], [0.0, 0.0, -0.4], [0.0, 0.0, 0.0], [0.1, -0.4, 0.2], [0.2, 0.1, -0.2], [-0.1, 0.3, -0.2], [-0.4, -0.5, 0.6], [0.4, -0.2, -0.5], [0.3, 0.4, -0.3], [-0.5, 0.3, 0.7], [0.3, -0.1, -0.4], [0.0, 0.2, -0.1], [0.0, -0.3, 0.2], [-0.1, 0.0, -0.3], [0.1, -0.1, 0.0], [0.1, 0.4, 0.0], [0.1, -0.3, 0.4], [0.1, -0.1, 0.0], [0.0, -0.1, 0.0], [-0.1, 0.2, 0.0], [0.0, 0.1, 0.1], [-0.1, 0.0, 0.0], [0.0, -0.1, -0.1], [0.1, -0.1, 0.0], [-0.1, 0.1, 0.0], [0.1, -0.2, 0.0], [0.0, 0.1, 0.0], [-0.1, 0.0, 0.1], [-0.1, -0.3, 0.1], [-0.1, 0.2, 0.1], [0.1, 0.1, -0.1], [0.0, 0.0, -0.1], [-0.1, 0.0, 0.0], [-0.1, 0.1, 0.0], [0.0, 0.0, -0.1], [-0.1, 0.0, 0.0], [0.1, 0.0, 0.0], [0.1, -0.1, 0.0], [0.0, 0.0, 0.0]]}



{"formula": "C4H4O", "method": "ωB97M-V/def2-TZVPD", "mol_weight_g_mol": 68.07, "smiles": "c1ccoc1", "de_lowest_kcal_mol": 5.31, "elements": ["C", "C", "C", "O", "C", "H", "H", "H", "H"], "xyz": [[-0.094606, -0.755075, 0.661809], [0.972076, -0.241943, -0.120075], [0.430259, 0.757986, -0.846937], [-0.893283, 0.880870, -0.578196], [-1.205644, -0.050423, 0.361943], [0.222833, -1.329466, 1.509280], [1.989095, -0.606774, -0.115531], [0.838675, 1.442082, -1.568482], [-2.239528, -0.071026, 0.675231]], "forces_ev_per_angstrom": [[0.8, 0.0, 0.9], [0.0, 0.4, -0.5], [0.2, 0.0, -0.3], [-0.1, 0.0, -0.2], [0.1, 0.0, 0.0], [-1.0, -0.8, 0.2], [-0.1, 0.2, 0.0], [-0.1, 0.0, -0.1], [0.2, 0.0, 0.1]]}



{"formula": "C5H7N", "method": "ωB97M-V/def2-TZVPD", "mol_weight_g_mol": 81.12, "smiles": "N#CC1CCC1", "de_lowest_kcal_mol": 26.95, "elements": ["N", "C", "C", "C", "C", "C", "H", "H", "H", "H", "H", "H", "H"], "xyz": [[-2.024106, -1.675640, -0.188177], [-1.224180, -0.932021, 0.246837], [-0.132886, -0.025479, 0.538976], [1.263118, -0.375737, -0.074575], [1.504785, 1.146141, -0.326948], [-0.069081, 1.349875, -0.139295], [-0.089442, 0.072294, 1.600156], [1.168151, -1.010886, -1.012709], [1.956959, -0.905236, 0.597678], [2.060918, 1.491582, -1.206748], [2.007276, 1.603905, 0.558286], [-0.592970, 1.273251, -1.093525], [-0.392688, 2.227892, 0.404146]], "forces_ev_per_angstrom": [[1.9, 1.9, 1.4], [-2.1, -2.0, -2.0], [0.5, -0.2, 0.0], [0.1, -0.7, -0.7], [-0.6, 0.1, 1.3], [1.0, -0.1, -1.2], [0.3, 0.1, 0.9], [0.0, 1.0, 1.0], [-0.2, 0.3, -0.2], [-0.6, -0.2, 0.0], [-0.3, -0.4, -0.6], [0.1, 0.3, 0.0], [-0.1, 0.0, 0.1]]}



{"formula": "CH3NS2", "method": "ωB97M-V/def2-TZVPD", "mol_weight_g_mol": 93.18, "smiles": "N=C=S.S", "de_lowest_kcal_mol": 18.64, "elements": ["N", "C", "S", "H", "S", "H", "H"], "xyz": [[-1.460493, -0.472168, 2.026987], [-0.679316, -0.775990, 2.892604], [0.688301, -1.348949, 3.460476], [-2.468144, -0.414457, 2.103862], [0.953786, -0.031706, -0.436806], [-0.043692, -0.778963, 0.261433], [1.583832, 0.307747, 0.731420]], "forces_ev_per_angstrom": [[-1.1, 0.3, 0.9], [1.8, -1.0, -1.2], [-0.9, 0.5, 0.6], [0.1, 0.1, -0.1], [-0.9, -0.8, 1.5], [1.4, 1.0, -1.0], [-0.4, -0.2, -0.6]]}



{"formula": "C8H15NO2P", "method": "ωB97M-V/def2-TZVPD", "mol_weight_g_mol": 188.19, "charge": -1, "de_lowest_kcal_mol": 0.00, "elements": ["C", "C", "C", "C", "C", "C", "C", "C", "N", "O", "O", "P", "H", "H", "H", "H", "H", "H", "H", "H", "H", "H", "H", "H", "H", "H", "H"], "xyz": [[-1.941960, -2.461938, -0.633659], [1.427249, -1.446847, -1.400764], [-4.282420, -1.872260, 1.637810], [-2.916126, 0.172969, 1.240883], [-2.026751, -2.131557, 0.762671], [2.842778, -1.422125, -0.833803], [2.871048, -0.351174, 0.277580], [-3.190043, -1.300677, 1.199355], [-1.866792, -2.524065, -1.776046], [0.353006, -0.254541, 1.217200], [2.289712, -0.288728, 2.938929], [1.709981, -0.709435, 1.627570], [0.730314, -1.021708, -0.727233], [1.266092, -0.851966, -2.324697], [1.255004, -2.524949, -1.574029], [-4.757172, -2.862468, 1.624786], [-5.100059, -1.178968, 1.839113], [1.603781, -2.047133, 1.393330], [-1.977783, 0.312784, 1.617042], [-3.766003, 0.625015, 1.722258], [-2.973470, 0.580674, 0.238839], [-0.868585, -1.816469, 1.042512], [-2.067622, -3.172682, 1.226411], [3.670929, -1.154029, -1.419253], [3.044370, -2.370147, -0.383935], [3.870239, -0.115895, 0.706899], [2.595437, 0.590074, -0.295977]], "forces_ev_per_angstrom": [[-0.3, 1.3, -0.6], [1.0, -1.0, -1.9], [-3.0, 0.5, 0.0], [-3.1, -1.1, -1.5], [3.4, -2.8, 1.4], [-0.8, 1.2, 2.1], [0.7, 1.6, -0.8], [1.8, -0.3, -0.1], [0.0, -0.5, -0.6], [-1.5, 0.7, -0.1], [0.1, -0.5, -0.1], [0.6, 1.6, 0.4], [-0.7, 0.0, 0.9], [0.4, -0.5, 0.2], [-0.8, 0.7, -0.3], [1.5, -0.1, -0.1], [0.1, 0.2, 0.4], [0.3, -1.8, 0.4], [2.4, 0.9, 1.3], [0.1, 0.5, 0.8], [0.4, 0.0, -0.5], [-3.0, 0.3, -0.4], [-0.3, 1.2, -0.1], [0.8, 0.0, -1.7], [0.3, -0.8, 0.2], [-0.4, -0.5, -0.3], [0.0, -0.7, 1.0]]}